{"formula": "C2H5Cl2N4", "method": "ωB97M-V/def2-TZVPD", "total_charge": 1, "e_above_lowest_kj_mol": 464.7, "homo_energy_ev": [-13.8, -13.8], "energy_ha": -1218.10627, "multiplicity": 1, "symbols": ["C", "C", "N", "N", "N", "N", "Cl", "Cl", "H", "H", "H", "H", "H"], "positions_angstrom": [[-1.4570, 0.0048, 0.0198], [-0.4931, -1.1401, 0.0614], [-0.2987, 1.8721, -0.2767], [-0.9453, -2.3517, 0.1556], [-2.6868, 0.1148, -0.0316], [0.7656, -0.7820, -0.1833], [-3.7721, -1.3056, -0.1848], [-3.6010, 1.5874, 0.1932], [-1.0869, 2.3528, 0.2423], [-0.7230, 1.7368, -1.2594], [-0.3023, -3.1245, -0.1065], [1.0857, -0.0091, 0.3430], [1.4623, -1.4672, -0.4483]]}

{"formula": "C8H13N2", "method": "ωB97M-V/def2-TZVPD", "total_charge": 1, "e_above_lowest_kj_mol": 635.8, "homo_energy_ev": [-10.5, -13.8], "s_squared": 2.024, "energy_ha": -421.58507, "multiplicity": 3, "symbols": ["C", "C", "C", "C", "C", "C", "C", "C", "N", "N", "H", "H", "H", "H", "H", "H", "H", "H", "H", "H", "H", "H", "H"], "positions_angstrom": [[-1.4068, -1.0844, 0.0482], [-0.2610, -1.6521, -0.4049], [-1.0301, -2.4495, 0.5199], [0.0210, 0.3194, -1.2050], [1.8100, -0.6760, 0.0191], [-1.1156, 0.4036, -0.0468], [2.7362, 0.4761, 0.0949], [-2.2784, 1.4064, -0.4028], [0.7211, -0.7863, -0.6816], [-0.2520, 0.6374, 1.1039], [-0.6052, -2.6419, 1.5041], [-1.4104, -3.3513, 0.2014], [-0.5571, 0.1181, -2.1768], [0.6653, 1.1954, -1.2602], [2.1491, -1.5500, 0.5786], [3.7708, 0.2113, 0.2583], [2.5614, 0.9519, 1.0570], [2.8220, 1.2591, -0.6818], [-3.2794, 1.5002, 0.1878], [-2.5268, 1.1331, -1.4593], [-2.0031, 2.4648, -0.2837], [-0.7466, 0.5338, 1.9807], [0.2153, 1.5810, 1.0490]]}

{"formula": "C5H14", "method": "ωB97M-V/def2-TZVPD", "total_charge": 0, "e_above_lowest_kj_mol": 71.7, "homo_energy_ev": -11.0, "energy_ha": -198.86184, "multiplicity": 1, "symbols": ["C", "C", "C", "H", "H", "H", "H", "H", "H", "H", "H", "C", "C", "H", "H", "H", "H", "H", "H"], "positions_angstrom": [[-0.5632, -1.1432, -1.0765], [-1.8114, -1.1855, -0.2095], [-0.4903, -2.3371, -2.0918], [0.2353, -1.3814, -0.4014], [-0.2940, -0.1736, -1.4811], [-2.0461, -0.2005, 0.2263], [-2.6993, -1.6210, -0.6561], [-1.4795, -2.7657, -2.1789], [0.2967, -3.0427, -1.8502], [-1.6552, -1.6339, 0.7821], [-0.2135, -1.8702, -3.0361], [2.0300, 1.9172, 1.7107], [0.6297, 2.4089, 1.3128], [2.4517, 1.4346, 0.8283], [2.6458, 2.8171, 1.8390], [2.1664, 1.3311, 2.6127], [0.1569, 3.0434, 2.0624], [0.0097, 1.5212, 1.2712], [0.6306, 2.8812, 0.3360]]}

Number 3 is which compound?
C5H14

Look up the multiplicity of the first one.
1

The highest multiplicity belongs to which entry?
C8H13N2